--- a ---
C3H8NO3 | the ωB97M-V functional and the def2-TZVPD basis

Output
HOMO = -14.755 eV
Kohn-Sham gap = 11.3 eV
total charge = +1
M = 106.101 g/mol
LUMO energy = -3.448 eV

```
15
C3H8NO3 (the ωB97M-V functional and the def2-TZVPD basis)
C 1.1419 -1.4165 0.2099
C 0.3331 -1.1869 1.3844
C -0.7732 1.0399 -0.4528
N -0.1607 0.5587 -1.5071
O 0.9607 -0.0557 0.6231
O -0.5328 2.2269 -0.0024
O -1.8343 0.4553 0.0776
H 2.1890 -1.5371 0.1137
H 0.4083 -1.3881 -0.5921
H 0.8468 -1.5108 2.2931
H -0.4114 -0.3524 -1.8795
H -2.3412 0.9122 0.7660
H 0.7408 0.8512 -1.8136
H 0.1558 2.8213 -0.3969
H -0.7230 -1.4180 1.1765
```

--- b ---
C3H8NO3 | the ωB97M-V functional and the def2-TZVPD basis

Output
HOMO = -15.453 eV
SMILES = [NH3+][C@@H](CO)C(=O)O
Kohn-Sham gap = 11.7 eV
total charge = +1
M = 106.101 g/mol
LUMO energy = -3.703 eV

```
15
C3H8NO3 (the ωB97M-V functional and the def2-TZVPD basis)
N -1.1461 0.0513 -1.1073
C -0.4277 -0.3273 0.2368
C 0.4385 -1.6215 -0.2509
O 0.7797 -1.3634 -1.6879
C 0.1019 0.8016 1.0316
O 0.8741 0.7139 1.9105
O -0.4106 1.9785 0.5047
H -1.0188 1.0517 -1.3703
H -0.6543 -0.5155 -1.9577
H -2.0600 -0.0878 -1.0226
H -1.2518 -1.0281 0.8958
H -0.2622 -2.4327 -0.2270
H 1.4333 -1.8464 0.2328
H 1.5067 -2.0495 -1.8575
H -0.2928 2.8006 1.1344
```

--- c ---
C3H8NO3 | the ωB97M-V functional and the def2-TZVPD basis

Output
HOMO = -14.826 eV
Kohn-Sham gap = 11.6 eV
total charge = +1
M = 106.101 g/mol
LUMO energy = -3.180 eV

```
15
C3H8NO3 (the ωB97M-V functional and the def2-TZVPD basis)
O 1.0461 -0.5947 -1.3697
C 1.9822 -1.1681 -1.8581
O 2.7758 -1.9451 -1.1361
H 2.2409 -1.0830 -2.9176
H 3.4567 -2.3295 -1.7095
O -2.5625 -0.5027 0.6024
C -2.5013 0.6839 0.7427
C -1.1694 1.3524 1.0323
N -0.1229 0.3018 0.9351
H -3.3857 1.3347 0.6752
H -0.9648 2.1338 0.3014
H -1.1791 1.7779 2.0377
H 0.7633 0.5555 1.3660
H -0.4676 -0.5731 1.3499
H 0.0883 0.0561 -0.0514
```

Most stable: c. Least stable: a.

--- a ---
C10H16 | the ωB97M-V functional and the def2-TZVPD basis

Output
HOMO (alpha / beta) = -13.328 / -13.326 eV
Kohn-Sham gap (alpha / beta) = 9.0 / 4.9 eV
total charge = +1
M = 136.238 g/mol
multiplicity = 2
LUMO energy (alpha / beta) = -4.374 / -8.452 eV

```
26
C10H16 (the ωB97M-V functional and the def2-TZVPD basis)
C -2.7762 0.6571 0.5016
C -2.8486 -0.5456 -0.3766
C -1.9505 0.6796 1.8367
H -3.7877 1.1189 0.6202
H -2.3165 1.5267 -0.2472
H -3.0226 -0.1955 -1.4224
H -1.8649 -1.0081 -0.3008
H -2.4948 1.5072 2.5001
H -3.4990 -1.4478 -0.0778
H -1.0520 1.1451 1.5092
H -1.8600 -0.1913 2.3024
C 2.0147 1.6343 -1.7919
C 2.1151 -0.9217 -1.4292
C 1.8545 0.3934 -0.8319
C 2.0306 -2.0548 -0.6180
C 1.7543 -1.9146 0.7599
C 1.5038 0.4877 0.5513
C 1.4089 -0.6940 1.3151
H 2.1822 -0.8816 -2.4797
H 2.3886 -3.0609 -1.0497
H 2.9911 1.5607 -2.0836
H 2.0489 2.6638 -1.4680
H 1.6756 -2.8121 1.2798
H 1.4747 1.3505 1.1491
H 0.9040 -0.7282 2.2763
H 1.1257 1.7312 -2.4250
```

--- b ---
C10H16 | the ωB97M-V functional and the def2-TZVPD basis

Output
HOMO (alpha / beta) = -13.858 / -13.858 eV
Kohn-Sham gap (alpha / beta) = 9.5 / 5.5 eV
total charge = +1
M = 136.238 g/mol
multiplicity = 2
LUMO energy (alpha / beta) = -4.375 / -8.335 eV

```
26
C10H16 (the ωB97M-V functional and the def2-TZVPD basis)
C -0.5747 -3.3041 -0.9741
C 0.2414 -2.6859 -2.1427
C -1.8245 -2.3740 -0.8265
H -0.8549 -4.3153 -1.2693
H 0.0316 -3.1290 -0.0871
H 0.3513 -1.6200 -1.9840
H -1.4393 -1.3395 -0.6553
H -0.4569 -2.6905 -2.9982
H 1.0970 -3.2589 -2.4795
H -2.4015 -2.5389 -1.7375
H -2.5079 -2.4581 0.0077
C -1.1696 2.9920 1.9322
C 0.8771 0.8217 -0.4099
C 2.1187 1.0001 0.1381
C -0.1452 1.4816 0.1993
C 0.0343 2.3477 1.3329
C 2.4113 1.8836 1.2280
C 1.3370 2.5802 1.7688
H 0.7342 0.1250 -1.2242
H 3.0282 0.5587 -0.2939
H -1.2367 1.3924 0.0237
H 3.3832 2.0458 1.6818
H -1.1091 3.2644 2.9778
H -1.9108 2.1662 1.9249
H 1.4050 3.2441 2.6116
H -1.4192 3.8105 1.2555
```

--- c ---
C10H16 | the ωB97M-V functional and the def2-TZVPD basis

Output
HOMO (alpha / beta) = -14.264 / -14.262 eV
Kohn-Sham gap (alpha / beta) = 10.0 / 6.0 eV
total charge = +1
M = 136.238 g/mol
multiplicity = 2
LUMO energy (alpha / beta) = -4.249 / -8.213 eV

```
26
C10H16 (the ωB97M-V functional and the def2-TZVPD basis)
C -1.8625 3.1966 1.4089
C -1.3622 1.7985 1.0348
H -1.1397 3.6080 2.1491
H -1.9608 3.9000 0.5807
H -2.7840 3.2160 2.0541
H -2.2150 1.0188 1.2893
H -0.4019 1.4064 1.4857
H -1.1621 1.8036 -0.0236
C 2.3062 -0.2590 -0.5624
C 3.1259 -1.2149 0.1308
C 0.7960 -0.8653 -0.7094
C 0.0166 -0.8323 0.4643
C 0.3086 -1.3586 -1.9320
C -1.2865 -1.2294 0.3764
C -0.9593 -1.8360 -2.0202
C -1.7615 -1.7505 -0.8267
H 2.2684 0.7498 -0.1057
H 2.8104 -0.2494 -1.4882
H 2.5457 -1.8043 0.9498
H 0.5923 -0.3812 1.3611
H 0.9503 -1.1252 -2.8303
H -2.0122 -1.2631 1.0933
H -1.4188 -1.9162 -3.0696
H -2.8459 -1.9613 -0.7795
H 4.0252 -0.7371 0.5666
H 3.4272 -1.9141 -0.5975
```

Most stable: b. Least stable: a.

--- a ---
C10H12O3 | the ωB97M-V functional and the def2-TZVPD basis

Output
HOMO = -8.796 eV
SMILES = COc1cccc(OC)c1C(C)=O
Kohn-Sham gap = 9.6 eV
M = 180.203 g/mol
LUMO energy = 0.847 eV

```
25
C10H12O3 (the ωB97M-V functional and the def2-TZVPD basis)
C -3.3995 0.0297 0.5718
O -2.5187 -0.1937 -0.4974
C -1.2707 -0.6596 -0.1708
C -1.1395 -2.0646 -0.0785
C 0.1736 -2.6428 -0.0372
C 1.2993 -1.8554 -0.2459
C 1.1671 -0.5184 -0.0579
O 2.2432 0.3672 -0.1320
C 3.5621 -0.0911 0.3861
C -0.0669 0.1593 -0.0579
C -0.0337 1.7275 0.0879
C -0.0599 2.6545 -1.1049
O -0.0450 2.2446 1.2418
H -4.1692 0.7115 0.2397
H -3.9612 -0.7940 0.9728
H -2.7671 0.6612 1.3776
H -2.0116 -2.7196 -0.1208
H 0.3045 -3.7520 0.0595
H 2.3260 -2.3229 -0.1957
H 4.0113 1.0166 0.1345
H 4.0164 -0.8737 -0.2261
H 3.6756 -0.3269 1.4241
H 0.9311 3.0437 -1.2971
H -0.3712 2.2393 -2.1108
H -0.8102 3.3390 -0.9132
```

--- b ---
C10H12O3 | the ωB97M-V functional and the def2-TZVPD basis

Output
HOMO = -9.951 eV
SMILES = CCOC(=O)C#CC(=O)C1CCC1
Kohn-Sham gap = 10.1 eV
M = 180.203 g/mol
LUMO energy = 0.161 eV

```
25
C10H12O3 (the ωB97M-V functional and the def2-TZVPD basis)
C 2.7311 -0.1308 -4.5177
C 2.7546 0.2387 -3.0260
O 1.5545 0.8274 -2.5090
C 0.6076 0.0349 -1.9857
O 0.4012 -1.1455 -2.2781
C -0.3703 0.4697 -1.0523
C -0.9388 0.8001 -0.0858
C -1.7175 1.3097 1.0317
O -2.5541 2.0978 0.7875
C -1.5400 0.6980 2.4318
C -0.5598 -0.3964 2.6495
C -1.6894 -1.1096 3.4521
C -2.6732 -0.1824 2.9523
H 2.1736 -1.0659 -4.6541
H 3.7902 -0.3575 -4.9079
H 2.3142 0.7651 -5.0839
H 3.1249 -0.6614 -2.4180
H 3.5419 0.9159 -2.8539
H -1.1678 1.4931 3.1638
H -0.2000 -1.0494 1.9302
H 0.3244 -0.0352 3.2106
H -1.8844 -2.0644 3.0610
H -1.4319 -1.1745 4.5804
H -3.4201 -0.5077 2.1619
H -3.1709 0.2305 3.9596
```

Most stable: a. Least stable: b.